1.
# C24H33N3P2Y

A molecular structure, C24H33N3P2Y (the ωB97M-V functional and the def2-TZVPD basis, OMol25).

## Properties
Energy above the lowest of the compared OMol25 structures with the same formula, charge and spin ... 0.7260 eV
E_HOMO ... -7.735 eV
Net charge ... +1
Spin multiplicity ... 1
Max |F| ... 3.80 eV Å⁻¹
Frontier orbital gap ... 5.26 eV
Electronic energy ... -1819.37381 Ha

XYZ file:
```
63
C24H33N3P2Y (the ωB97M-V functional and the def2-TZVPD basis)
Y 0.334 0.327 0.490
P -1.230 1.516 -1.259
P 3.044 0.526 0.882
N -1.206 1.109 1.981
N -2.522 0.879 2.318
N 0.402 -1.278 -1.061
C 1.074 -3.574 -0.667
C -4.444 1.943 3.487
C -3.044 1.890 3.022
C 3.463 2.266 0.660
C -0.898 2.327 2.538
C 3.764 -2.762 -0.467
C -3.031 1.627 -1.155
C 2.787 -1.801 -0.737
C -0.675 3.212 -1.466
C 0.443 2.953 2.376
C 3.418 -4.118 -0.346
C 3.122 -0.296 -0.786
C 1.422 -2.221 -0.840
C -1.140 -3.046 -1.656
C -2.539 -1.290 -3.347
C -1.392 -0.823 -2.703
C -0.705 -1.707 -1.806
C -2.984 -2.613 -3.184
C -0.379 -3.994 -0.744
C -2.019 2.843 3.179
C 2.086 -4.519 -0.455
C 4.207 -0.256 1.992
C -2.281 -3.481 -2.341
C -0.947 0.650 -2.853
H -3.382 2.196 -2.025
H -0.893 -4.211 0.219
H -3.325 2.150 -0.236
H -2.555 -4.534 -2.257
H -3.112 -0.602 -3.988
H 1.252 2.360 2.834
H -5.026 1.056 3.211
H -3.014 0.029 2.027
H -3.859 -2.965 -3.725
H -0.443 -5.028 -1.132
H 1.915 0.481 1.948
H -3.499 0.634 -1.146
H -4.964 2.818 3.071
H 5.231 0.073 1.787
H 2.481 0.217 -1.535
H 0.395 3.249 -1.707
H 3.216 2.806 1.586
H 3.929 0.041 3.012
H 0.118 0.751 -3.157
H 0.691 3.149 1.314
H 4.159 -0.145 -1.142
H -2.085 3.789 3.676
H 2.889 2.705 -0.173
H 0.479 3.932 2.875
H 4.135 -1.343 1.906
H 4.807 -2.459 -0.321
H 1.806 -5.573 -0.412
H -1.586 1.177 -3.586
H -0.846 3.748 -0.525
H 4.538 2.378 0.452
H -1.269 3.656 -2.271
H 4.196 -4.868 -0.210
H -4.509 2.043 4.581
```

2.
# C14H33HgN6PS2

A molecular structure, C14H33HgN6PS2 (the ωB97M-V functional and the def2-TZVPD basis, OMol25).

## Properties
E_HOMO (alpha / beta) ... -10.249 / -10.701 eV
Net charge ... +1
Spin multiplicity ... 2
Max |F| ... 1.09 eV Å⁻¹
Frontier orbital gap (alpha / beta) ... 8.20 / 5.49 eV
Electronic energy ... -2172.70380 Ha

XYZ file:
```
57
C14H33HgN6PS2 (the ωB97M-V functional and the def2-TZVPD basis)
Hg 0.099 1.073 1.479
S 0.077 0.585 4.703
S -1.873 -1.758 1.484
P 1.306 1.545 -1.478
N 0.586 -1.964 3.835
N -0.389 -3.159 5.392
N 1.294 -1.606 2.705
N -4.035 -1.721 0.032
N -0.517 -1.850 5.673
N -3.558 0.230 1.178
C 0.626 -4.478 3.577
C 2.945 3.689 -2.319
C -3.251 -1.039 0.868
C 2.738 2.192 -2.537
C 4.063 1.477 -2.304
C -0.058 -1.004 -1.839
C -0.320 3.741 -1.356
C -5.243 -1.222 -0.587
C 1.282 -0.286 -1.934
C 0.275 -3.232 4.286
C 0.047 -1.074 4.727
C 2.234 -0.961 -0.942
C -0.086 2.538 -2.274
C -1.413 1.833 -2.504
H 4.832 1.966 -2.901
H 3.129 3.901 -1.267
H 1.699 -4.662 3.618
H 0.117 -2.077 -1.900
H 0.298 2.884 -3.242
H 1.192 -2.322 1.992
H 0.612 4.172 -0.996
H 2.488 -1.963 -1.283
H -0.896 3.428 -0.483
H 1.742 -1.032 0.030
H -1.769 1.366 -1.587
H 0.113 -5.306 4.056
H -2.148 2.576 -2.814
H 3.153 -0.400 -0.807
H 2.098 4.277 -2.657
H 1.665 -0.378 -2.956
H -0.538 -0.803 -0.881
H 0.313 -4.426 2.535
H -0.739 -0.732 -2.635
H -1.350 1.091 -3.294
H 4.033 0.433 -2.604
H -4.437 0.634 0.901
H -5.045 -0.300 -1.140
H -5.608 -1.971 -1.283
H -3.038 0.689 1.909
H -6.024 -1.035 0.155
H -0.973 -1.536 6.517
H -3.759 -2.670 -0.165
H 2.277 -1.443 2.911
H -0.877 4.516 -1.878
H 4.369 1.544 -1.263
H 3.818 4.019 -2.881
H 2.423 2.010 -3.573
```

3.
# C4H6N2O

A molecular structure, C4H6N2O (the ωB97M-V functional and the def2-TZVPD basis, OMol25).

## Properties
Energy above the lowest of the compared OMol25 structures with the same formula, charge and spin ... 3.9301 eV
E_HOMO ... -9.422 eV
Net charge ... 0
Spin multiplicity ... 1
Max |F| ... 1.95 eV Å⁻¹
Frontier orbital gap ... 10.26 eV
Electronic energy ... -340.65048 Ha

XYZ file:
```
13
C4H6N2O (the ωB97M-V functional and the def2-TZVPD basis)
O -2.187 -1.182 -0.794
N -1.070 0.714 -0.079
N 0.138 -1.226 -0.477
C 0.271 1.284 -0.087
C -1.178 -0.590 -0.487
C 0.872 -0.992 0.788
C 1.232 0.099 -0.135
H 0.462 1.870 0.826
H 1.610 -1.764 1.006
H -1.905 1.285 -0.067
H 0.200 -0.779 1.619
H 0.417 1.946 -0.951
H 1.139 -0.664 -1.162
```

- Look up the spin multiplicity of the first one.
  1